Version a
Density functional theory data (ωB97M-V with the def2-TZVPD basis set) for 2 unconnected molecules or ions with the total composition C3H12N2O.

SMILES = NCCCN.O

ORCA input file:
```
! wB97M-V def2-TZVPD RIJCOSX def2/J DEFGRID3
* xyz 0 1
C -0.656 -0.934 -0.339
C 0.704 -0.976 -0.998
C 1.601 0.228 -0.648
N 1.602 0.625 0.766
N -1.373 -2.156 -0.626
H -0.677 -0.589 0.699
H -1.250 -0.119 -0.763
H 1.272 -1.857 -0.700
H 0.596 -0.984 -2.081
H 1.355 1.168 -1.160
H 2.644 0.047 -0.903
H 1.431 -0.162 1.372
H 1.006 1.426 0.934
H -2.373 -2.016 -0.550
H -1.081 -2.897 -0.005
H -1.279 2.668 2.302
H -2.083 2.327 1.016
O -1.297 2.768 1.345
*
```

***

Version b
Density functional theory data (ωB97M-V with the def2-TZVPD basis set) for 2 unconnected molecules or ions with the total composition C3H12N2O.

SMILES = CCO.NCN

ORCA input file:
```
! wB97M-V def2-TZVPD RIJCOSX def2/J DEFGRID3
* xyz 0 1
C 1.960 -0.080 0.082
O 2.533 1.018 0.791
C 2.562 -1.426 0.482
H 2.131 0.141 -0.970
H 0.902 -0.099 0.327
H 2.921 0.750 1.620
H 3.648 -1.351 0.575
H 2.362 -2.185 -0.275
H 2.149 -1.776 1.427
N -3.666 0.472 -0.413
C -2.310 0.257 0.058
N -1.163 0.528 -0.836
H -3.680 0.283 -1.412
H -3.818 1.480 -0.386
H -2.199 -0.804 0.315
H -2.070 0.715 1.020
H -0.826 1.458 -0.599
H -1.436 0.617 -1.805
*
```

***

Version c
Density functional theory data (ωB97M-V with the def2-TZVPD basis set) for 2 unconnected molecules or ions with the total composition C3H12N2O.

SMILES = NCCCN.O

ORCA input file:
```
! wB97M-V def2-TZVPD RIJCOSX def2/J DEFGRID3
* xyz 0 1
N 1.984 -0.372 1.487
C 0.736 -0.774 0.931
C -0.266 0.318 0.445
C -1.593 0.034 -0.313
N -2.571 0.970 0.082
H 2.080 0.722 1.493
H 2.668 -0.543 0.748
H 0.831 -1.294 0.025
H 0.231 -1.447 1.527
H 0.397 1.112 -0.199
H -0.398 0.891 1.350
H -1.521 -0.003 -1.403
H -1.716 -1.099 -0.041
H -2.025 1.847 -0.021
H -2.693 0.885 1.120
H 0.896 -1.033 -1.817
H 1.071 0.013 -3.121
O 1.378 -0.213 -2.128
*
```

***

How far above the most stable structure does each one sit? In kcal/mol: version a 0.0; version b 7.6; version c 35.2.

***

Version a
Density functional theory data (ωB97M-V with the def2-TZVPD basis set) for 3 unconnected molecules or ions with the total composition C3H12N2O.

SMILES = C=C.NCO.N

ORCA input file:
```
! wB97M-V def2-TZVPD RIJCOSX def2/J DEFGRID3
* xyz 0 1
C 0.016 -3.497 -2.852
C 1.028 -2.482 -2.637
N 1.849 1.622 2.447
H -0.338 -3.649 -3.900
H 0.580 1.289 1.399
H -0.080 -4.172 -2.029
H 1.465 -1.906 -3.423
H 1.233 -2.287 -1.589
H 2.159 1.393 3.396
H 2.538 1.334 1.727
H 1.768 2.620 2.371
N -2.249 1.250 1.267
C -1.188 0.900 0.353
O 0.148 1.482 0.471
H -2.231 2.218 1.354
H -2.013 0.795 2.179
H -1.581 1.105 -0.660
H -1.025 -0.221 0.228
*
```

***

Version b
Density functional theory data (ωB97M-V with the def2-TZVPD basis set) for 2 unconnected molecules or ions with the total composition C3H12N2O.

SMILES = CCNCN.O

ORCA input file:
```
! wB97M-V def2-TZVPD RIJCOSX def2/J DEFGRID3
* xyz 0 1
C 0.031 1.816 -1.437
C 0.562 1.143 -0.156
N -0.083 -0.221 0.005
C -0.738 -0.356 1.314
N -1.889 -1.245 1.120
H -0.953 2.285 -1.405
H 0.785 2.568 -1.710
H 0.008 1.143 -2.295
H 0.152 1.817 0.595
H 1.611 0.890 -0.150
H -0.733 -0.396 -0.748
H 0.001 -0.791 1.998
H -0.992 0.633 1.719
H -2.239 -1.632 1.979
H -1.540 -2.009 0.558
H 1.647 -1.458 0.093
H 2.029 -2.204 -1.185
O 2.342 -1.983 -0.295
*
```

***

How far above the most stable structure does each one sit? In kcal/mol: version a 32.2; version b 0.0.

***

Version a
Density functional theory data (ωB97M-V with the def2-TZVPD basis set) for 2 unconnected molecules or ions with the total composition C5H11O2.

expectation value of S² = 0.76

ORCA input file:
```
! wB97M-V def2-TZVPD RIJCOSX def2/J DEFGRID3
* xyz 0 2
C -1.980 1.892 1.611
C -1.200 2.292 0.288
O -1.673 1.889 -0.749
O -0.189 2.967 0.610
H -2.967 2.337 1.528
H -1.481 2.242 2.491
H -1.977 0.801 1.636
C 1.594 -2.505 -1.164
C 2.675 -3.246 -0.405
C 0.375 -2.204 -0.253
H 1.885 -1.562 -1.605
H 1.192 -3.082 -1.993
H 3.461 -3.605 -1.081
H 2.257 -4.050 0.199
H 0.708 -1.978 0.776
H -0.130 -1.259 -0.473
H 3.219 -2.571 0.250
H -0.332 -3.027 -0.207
*
```

***

Version b
Density functional theory data (ωB97M-V with the def2-TZVPD basis set) for 2 unconnected molecules or ions with the total composition C5H11O2.

expectation value of S² = 0.76

ORCA input file:
```
! wB97M-V def2-TZVPD RIJCOSX def2/J DEFGRID3
* xyz 0 2
C -0.099 1.549 -0.928
C -1.317 0.682 -0.663
O -2.043 0.901 0.325
O -1.708 -0.126 -1.529
H -0.535 2.323 -1.590
H 0.632 1.032 -1.528
H 0.116 2.209 -0.085
C 0.864 -1.099 0.995
C 1.673 0.099 1.641
C 1.740 -1.835 0.011
H 0.684 -1.769 1.847
H -0.079 -0.798 0.533
H 2.498 0.286 0.964
H 1.924 -0.147 2.671
H 2.199 -1.142 -0.700
H 2.542 -2.395 0.474
H 1.040 0.975 1.645
H 1.156 -2.556 -0.582
*
```

***

How far above the most stable structure does each one sit? In kcal/mol: version a 0.0; version b 5.3.

***

Version a
Density functional theory data (ωB97M-V with the def2-TZVPD basis set) for 2 unconnected molecules or ions with the total composition C10H15N5.

SMILES = [H]/N=C(\N1CCCCC1)n1cccn1.C#N

ORCA input file:
```
! wB97M-V def2-TZVPD RIJCOSX def2/J DEFGRID3
* xyz 0 1
C -3.061 2.673 -2.466
C -1.499 -3.076 -1.635
C -0.710 -3.212 -0.500
C -1.749 -1.710 -1.781
C 2.199 0.421 2.194
C 0.877 1.195 2.224
C 2.166 -0.705 1.221
C 0.503 1.817 0.795
C 1.570 -0.178 -0.105
C -0.883 0.238 -0.406
N -2.222 3.366 -2.840
N -0.417 -2.051 0.017
N -0.967 -1.160 -0.773
N 0.386 0.634 -0.057
N -1.875 0.979 -0.709
H -1.831 -4.022 -2.215
H -0.248 -4.129 -0.079
H -2.272 -1.111 -2.506
H 3.168 1.104 1.983
H 2.434 0.014 3.204
H -0.006 0.523 2.319
H 0.917 2.058 2.990
H 3.166 -0.872 0.793
H 1.441 -1.571 1.385
H -0.278 2.439 0.796
H 1.412 2.447 0.400
H 2.220 0.626 -0.589
H 1.315 -0.974 -0.830
H -1.716 1.922 -0.560
H -4.039 2.314 -2.270
*
```

***

Version b
Density functional theory data (ωB97M-V with the def2-TZVPD basis set) for 2 unconnected molecules or ions with the total composition C10H15N5.

ORCA input file:
```
! wB97M-V def2-TZVPD RIJCOSX def2/J DEFGRID3
* xyz 0 1
C 1.124 1.982 -0.473
C 3.891 -0.706 0.340
C 3.222 -1.666 -0.505
C 2.980 0.291 0.473
C -2.809 -0.492 0.453
C -1.652 -1.480 0.222
C -2.496 0.948 0.100
C -0.838 -1.122 -1.028
C -1.561 1.094 -1.105
C 0.687 0.653 -0.350
N 1.451 3.094 -0.470
N 1.984 -1.315 -0.779
N 1.850 -0.114 -0.200
N -0.430 0.226 -0.911
N 0.123 1.274 1.697
H 4.877 -0.952 0.902
H 3.542 -2.674 -0.636
H 2.819 1.026 1.176
H -3.540 -0.851 -0.185
H -3.084 -0.468 1.554
H -0.871 -1.438 1.031
H -1.938 -2.518 0.182
H -3.555 1.264 -0.111
H -2.072 1.497 0.914
H -0.066 -1.876 -1.255
H -1.276 -1.138 -1.985
H -1.970 0.734 -2.030
H -1.486 2.106 -1.269
H 0.482 0.526 2.310
H 0.612 2.095 1.936
*
```

***

How far above the most stable structure does each one sit? In kcal/mol: version a 0.0; version b 40.3.

***

Version a
Density functional theory data (ωB97M-V with the def2-TZVPD basis set) for C4H6Cl2O in the gas phase.

SMILES = OC/C(=C/Cl)CCl

ORCA input file:
```
! wB97M-V def2-TZVPD RIJCOSX def2/J DEFGRID3
* xyz 0 1
C 0.833 1.567 0.605
C -0.071 0.478 0.217
C 0.550 -0.627 -0.582
C -1.388 0.699 0.292
H 2.036 2.779 -0.639
H 1.920 1.172 0.882
H 0.384 2.098 1.720
H 0.946 -0.105 -1.463
H 0.006 -1.326 -1.147
H -1.874 1.383 0.849
O 1.077 2.497 -0.594
Cl 1.948 -1.657 0.155
Cl -2.629 -0.618 -0.075
*
```

***

Version b
Density functional theory data (ωB97M-V with the def2-TZVPD basis set) for 2 unconnected molecules or ions with the total composition C4H6Cl2O.

ORCA input file:
```
! wB97M-V def2-TZVPD RIJCOSX def2/J DEFGRID3
* xyz 0 1
C -0.097 0.148 1.270
C 0.417 0.906 0.277
C -1.509 -1.190 0.388
C 1.545 0.488 -0.600
O -0.949 -1.830 -0.579
Cl -0.412 2.344 -0.216
Cl -2.830 -0.189 -0.153
H 0.478 -0.683 1.636
H -0.845 0.541 1.933
H 2.004 1.349 -1.077
H 1.178 -0.187 -1.377
H 2.294 -0.044 -0.018
H -1.276 -1.653 -1.483
*
```

***

How far above the most stable structure does each one sit? In kcal/mol: version a 0.0; version b 13.9.

***

Version a
Density functional theory data (ωB97M-V with the def2-TZVPD basis set) for 2 unconnected molecules or ions with the total composition C4H6Cl2O.

SMILES = C[C@@H]1O/C1=C/Cl.Cl

ORCA input file:
```
! wB97M-V def2-TZVPD RIJCOSX def2/J DEFGRID3
* xyz 0 1
C 0.922 0.609 0.756
C 1.053 -0.346 -0.410
C -0.406 1.104 1.161
C 1.033 -1.497 -1.033
O 1.392 0.924 -0.583
Cl -2.145 -0.011 -1.988
Cl 0.229 -2.827 -0.236
H 1.850 0.524 1.557
H -0.920 0.321 1.895
H -1.049 1.177 0.284
H -0.366 2.025 1.671
H 1.275 -1.697 -2.073
H -2.868 -0.306 -1.002
*
```

***

Version b
Density functional theory data (ωB97M-V with the def2-TZVPD basis set) for 2 unconnected molecules or ions with the total composition C4H6Cl2O.

ORCA input file:
```
! wB97M-V def2-TZVPD RIJCOSX def2/J DEFGRID3
* xyz 0 1
C -0.476 1.326 0.513
C 0.573 -0.690 1.253
C -0.106 0.381 -1.794
C 0.426 1.003 -0.603
O -0.350 2.208 1.328
Cl 0.008 -1.420 -1.629
Cl 1.990 1.663 -0.532
H -1.485 0.822 0.548
H 1.478 -0.183 1.496
H 0.860 -1.552 0.624
H -0.201 -0.774 2.011
H -1.175 0.394 -1.833
H 0.497 0.669 -2.566
*
```

***

How far above the most stable structure does each one sit? In kcal/mol: version a 0.0; version b 34.9.

***

Version a
Density functional theory data (ωB97M-V with the def2-TZVPD basis set) for C5H6N2O2 in the gas phase.

SMILES = O=C1CC[C@H]2NC(=O)N12

ORCA input file:
```
! wB97M-V def2-TZVPD RIJCOSX def2/J DEFGRID3
* xyz 0 1
C -0.660 -1.477 0.171
C -1.801 0.890 -0.070
C 0.872 -1.373 -0.147
C 1.264 0.138 -0.321
C 0.239 0.850 0.572
N -0.698 1.764 -0.020
N -1.000 -0.123 0.520
O -1.316 -2.501 0.183
O -2.946 0.961 -0.468
H 1.488 -1.962 0.644
H 1.024 -1.969 -1.010
H 2.232 0.464 0.019
H 1.215 0.365 -1.442
H 0.609 1.274 1.432
H -0.522 2.700 -0.062
*
```

***

Version b
Density functional theory data (ωB97M-V with the def2-TZVPD basis set) for C5H6N2O2 in the gas phase.

SMILES = [H]/N=C1\COC2=CCON21

ORCA input file:
```
! wB97M-V def2-TZVPD RIJCOSX def2/J DEFGRID3
* xyz 0 1
C 0.589 0.039 1.287
C 0.946 -1.397 1.029
C -0.201 -0.577 -0.677
C -0.547 -0.017 -1.829
C -1.148 1.323 -1.445
H 1.527 0.346 2.905
H 2.022 -1.539 1.110
H 0.416 -2.060 1.732
H -0.651 -0.465 -2.812
H -2.245 1.259 -1.466
H -0.861 2.177 -2.072
N 0.844 0.760 2.287
N -0.476 0.264 0.380
O 0.490 -1.672 -0.316
O -0.706 1.560 -0.113
*
```

***

How far above the most stable structure does each one sit? In kcal/mol: version a 0.0; version b 55.0.

***

Version a
Density functional theory data (ωB97M-V with the def2-TZVPD basis set) for C5H6N2O2 in the gas phase.

SMILES = C[C@H](C=C=O)N=C=NO

ORCA input file:
```
! wB97M-V def2-TZVPD RIJCOSX def2/J DEFGRID3
* xyz 0 1
C 1.127 0.973 -0.391
C -0.431 -1.209 -0.026
C -1.041 0.006 -0.598
C 0.872 -1.437 -0.097
C -2.023 0.633 0.418
N 0.040 0.972 -0.935
N 2.006 0.966 0.436
O 1.993 -1.778 -0.289
O 3.262 0.517 0.486
H -0.804 -1.826 0.791
H -1.556 -0.100 -1.534
H -1.849 0.492 1.578
H -2.909 0.169 0.144
H -2.161 1.743 0.196
H 3.474 -0.119 -0.180
*
```

***

Version b
Density functional theory data (ωB97M-V with the def2-TZVPD basis set) for a molecular structure, C5H6N2O2.

ORCA input file:
```
! wB97M-V def2-TZVPD RIJCOSX def2/J DEFGRID3
* xyz 0 1
C 0.656 -1.177 -0.829
C -0.393 -0.223 -0.741
C -1.424 -0.927 -1.309
C -0.524 0.868 0.320
C -0.476 0.333 1.701
H 1.860 0.248 0.209
H 2.741 -1.406 -0.209
H 0.574 -1.920 -1.562
H -1.470 1.087 -0.071
H -0.476 2.899 -0.165
H -0.808 1.312 2.675
N 1.859 -0.587 -0.266
N -2.334 -1.537 -1.739
O 0.497 2.065 0.274
O -0.283 -1.035 1.712
*
```

***

How far above the most stable structure does each one sit? In kcal/mol: version a 0.0; version b 82.2.